# 1
21
Properties=species:S:1:pos:R:3:mulliken_charge:R:1 method="wB97M-V/def2-TZVPD" e_lumo_ev="-0.96 / -1.99" largest_force_ev_per_a=4.4 charge=0 energy_ha=-3847.017528 spin_multiplicity=1 e_above_lowest_kcal_mol=19.3
C 0.82794 -0.20703 2.90826 -0.50
C 0.93324 0.96682 2.09474 -0.38
C 0.08236 -1.26918 2.44021 -0.74
C 0.19463 1.11483 0.94986 -0.31
C -0.75787 -1.08513 1.26215 -0.04
C -0.68174 0.09497 0.50860 0.32
C 0.16162 0.81740 -3.00079 -0.34
N -0.47462 -0.08440 -2.28706 -0.08
O -1.87723 1.71515 -1.08568 -0.61
O -2.56565 -0.67789 -1.04497 -0.72
S 2.76923 -0.64037 -1.23932 -0.40
S -1.54579 0.33867 -0.95642 1.19
Br 1.61132 -2.41116 -1.62055 -0.15
H 1.34109 -0.26226 3.78135 0.51
H 1.45766 1.91368 2.50203 0.27
H -0.07607 -2.11299 3.02409 0.46
H 0.19374 2.04632 0.31604 0.28
H -1.70905 -1.60896 0.88399 0.32
H 0.27852 1.83219 -2.67439 0.28
H 0.57062 0.51988 -3.94430 0.27
H -0.73395 -1.00053 -2.81785 0.38

---

# 2
13
Properties=species:S:1:pos:R:3:mulliken_charge:R:1 method="wB97M-V/def2-TZVPD" e_lumo_ev="-11.20 / -11.14" largest_force_ev_per_a=5.6 charge=+2 energy_ha=-1129.857467 spin_multiplicity=7 e_above_lowest_kcal_mol=9.7 s_squared=12.727
O 0.19060 -0.55608 -0.20698 -0.63
C 0.81785 -0.04467 -1.37206 -0.32
C 0.76999 1.47190 -1.43602 -0.25
O 1.53588 1.86612 -2.55171 -0.49
H -0.99284 -0.64330 -0.13624 0.47
H 0.27537 -0.48255 -2.22216 0.27
H 1.86316 -0.38411 -1.36557 0.32
H 1.18557 1.89491 -0.50501 0.22
H -0.27826 1.80482 -1.52189 0.32
H 1.64636 2.82015 -2.54739 0.33
Tb 0.68035 -0.77635 2.03726 2.22
O -1.45375 -0.84346 1.83361 -0.82
H -2.08122 -0.24370 2.24036 0.36

---

# 3
18
Properties=species:S:1:pos:R:3:mulliken_charge:R:1 method="wB97M-V/def2-TZVPD" e_lumo_ev=0.79 largest_force_ev_per_a=0.8 charge=0 energy_ha=-327.100572 spin_multiplicity=1 e_above_lowest_kcal_mol=19.3
C 2.78640 0.70631 -0.18112 -0.61
N 2.26243 -0.37729 0.60545 -0.35
C 1.44422 -0.56666 1.46432 0.67
O 0.67589 -0.87655 2.30206 -0.49
C -1.13138 -0.21425 -0.80678 -0.07
C -1.82098 -1.39193 -0.12070 -1.13
C -1.31499 1.09129 -0.03469 -1.07
H 1.98397 1.21868 -0.72275 0.23
H 3.49859 0.30764 -0.90585 0.24
H 3.30634 1.42923 0.45537 0.33
H -0.05993 -0.43325 -0.91466 0.13
H -1.52264 -0.09627 -1.82559 0.34
H -1.42385 -1.53687 0.89053 0.24
H -1.67500 -2.32360 -0.67798 0.31
H -2.90045 -1.21787 -0.03557 0.35
H -2.37671 1.35719 0.03348 0.40
H -0.93705 0.99625 0.99085 0.21
H -0.79488 1.92795 -0.51637 0.28

---

# 4
83
Properties=species:S:1:pos:R:3:mulliken_charge:R:1 method="wB97M-V/def2-TZVPD" e_lumo_ev=4.15 largest_force_ev_per_a=0.2 charge=-2 energy_ha=-3533.636674 spin_multiplicity=1 e_above_lowest_kcal_mol=0.7
K 0.92215 0.04617 1.58616 0.90
C -1.53300 3.27739 -1.64023 -1.04
N -0.18848 2.90045 -1.25223 -0.33
C 0.54951 2.24822 -2.30460 0.15
C 1.79130 1.58742 -1.81058 -0.28
N 2.18848 1.46539 -0.57839 -0.71
C 3.34201 0.68821 -0.64239 -0.08
C 4.13744 0.20801 0.39312 0.82
C 5.20822 -0.60105 0.05304 -0.90
C 5.48109 -0.92797 -1.28175 -0.53
C 4.69089 -0.45855 -2.32024 -1.08
C 3.61876 0.35092 -1.97177 0.18
N 2.64315 0.99135 -2.71420 -0.04
C -2.36264 2.19174 -2.27200 0.69
N -3.07897 2.34402 -3.36337 -1.02
C -3.65184 1.10160 -3.57261 0.17
C -4.51176 0.66896 -4.58211 -0.63
C -4.92382 -0.65073 -4.56714 -0.43
C -4.48857 -1.53662 -3.56808 -0.84
C -3.63718 -1.12912 -2.55690 -0.38
C -3.23228 0.20179 -2.57569 0.88
N -2.41759 0.93904 -1.75187 0.76
H -1.51379 4.09587 -2.36673 0.36
H -2.04218 3.64120 -0.74622 0.35
H -0.22752 2.34162 -0.40435 0.29
H 0.82625 2.98682 -3.06853 0.28
H -0.02566 1.45926 -2.81811 0.10
H 3.89797 0.43019 1.42727 0.47
H 5.83205 -1.00605 0.83960 0.49
H 6.32252 -1.57372 -1.50712 0.40
H 4.89109 -0.72800 -3.35024 0.39
H 2.33369 0.68903 -3.62324 0.39
H -4.83667 1.35709 -5.35351 0.40
H -5.58964 -1.01392 -5.34211 0.34
H -4.82165 -2.56770 -3.59347 0.39
H -3.27702 -1.81593 -1.80300 0.30
H -1.92011 0.63778 -0.90517 -0.32
N -0.41108 -3.89116 -2.48716 -0.45
C -0.47647 -2.64704 -1.83829 0.10
S 0.41908 -1.36885 -2.57553 -0.49
N -1.18626 -2.67193 -0.74999 -1.21
N -1.25952 -1.47431 -0.03848 1.45
C -2.06986 -1.57248 0.94999 -0.83
C -2.47738 -0.53271 1.89081 1.36
C -3.32664 -0.94305 2.92672 -0.71
C -3.82084 -0.07511 3.87884 -0.79
C -3.45201 1.27248 3.79392 -0.37
C -2.62944 1.71888 2.78861 -0.98
C -2.10464 0.85116 1.78310 -0.04
O -1.33798 1.29737 0.86138 -0.46
H -0.29074 -3.78225 -3.48214 0.27
H -1.18433 -4.48884 -2.22657 0.24
H -2.53678 -2.55114 1.11457 0.04
H -3.59687 -1.99454 2.96999 0.31
H -4.46817 -0.42819 4.67163 0.37
H -3.81512 1.97653 4.53625 0.35
H -2.33590 2.76052 2.72704 0.38
C 3.70778 2.88798 3.27918 -1.73
C 3.24550 1.69058 4.14532 1.04
O 2.41062 0.86455 3.53115 -0.91
C 4.52916 0.92029 4.58646 0.49
F 5.46260 1.67962 5.23077 -0.32
F 4.27705 -0.12110 5.39718 -0.29
F 5.16400 0.41665 3.50548 -0.21
C 2.57525 2.28640 5.42119 0.53
F 1.49980 3.01859 5.08148 -0.26
F 3.37607 3.12440 6.14529 -0.31
F 2.15030 1.35001 6.28587 -0.27
H 4.22080 2.49450 2.40272 0.30
H 4.36542 3.58624 3.80166 0.40
H 2.81226 3.40586 2.93969 0.40
C 3.26788 -3.78801 -1.61701 -0.75
N 3.16854 -3.40518 -0.22468 0.51
C 3.97390 -3.79934 0.81571 -0.38
C 3.47899 -3.17382 1.92464 -0.76
N 2.38532 -2.41747 1.59096 -0.26
C 2.23307 -2.58304 0.29602 0.10
H 3.05047 -4.85021 -1.73910 0.30
H 4.26804 -3.56843 -1.99312 0.35
H 2.53754 -3.20747 -2.18268 0.10
H 4.81468 -4.45571 0.66821 0.43
H 3.85260 -3.20436 2.93526 0.42
H 1.48252 -2.12129 -0.33300 -0.37

---

# 5
12
Properties=species:S:1:pos:R:3:mulliken_charge:R:1 method="wB97M-V/def2-TZVPD" e_lumo_ev="-1.50 / -2.26" largest_force_ev_per_a=3.7 charge=0 energy_ha=-1225.496335 spin_multiplicity=1 e_above_lowest_kcal_mol=111.6
C 1.51269 -0.12963 -0.92301 0.75
C -0.93970 0.34320 1.09657 -0.57
C -1.39561 -0.31615 -0.23232 -0.33
C -0.36844 0.69392 -0.18697 0.26
O 1.63206 -0.02652 -2.06197 -0.36
O 1.73137 -0.41133 0.17171 -0.41
Cl -0.24899 2.11981 -0.97599 -0.14
Cl 3.60901 -1.25310 0.81642 -0.13
H -1.60106 0.89526 1.77885 0.29
H -0.40643 -0.41336 1.76846 0.18
H -1.05891 -1.41457 -0.46247 0.21
H -2.46600 -0.08754 -0.78928 0.24

---

# 6
5
Properties=species:S:1:pos:R:3:mulliken_charge:R:1 method="wB97M-V/def2-TZVPD" e_lumo_ev="0.43 / -2.13" largest_force_ev_per_a=3.7 charge=0 energy_ha=-612.008108 spin_multiplicity=3 e_above_lowest_kcal_mol=48.2 s_squared=2.007
C 0.03086 -0.18320 -0.15443 0.27
C 0.42308 0.59313 0.80611 -0.35
O -0.14063 -1.38606 -0.61785 -0.34
Cl 0.63186 2.19582 1.22604 -0.05
H -0.94518 -1.21969 -1.25987 0.47

---

# 7
41
Properties=species:S:1:pos:R:3:mulliken_charge:R:1 method="wB97M-V/def2-TZVPD" e_lumo_ev="-5.92 / -5.39" largest_force_ev_per_a=1.2 charge=+1 energy_ha=-8188.203963 spin_multiplicity=6 e_above_lowest_kcal_mol=25.3 s_squared=8.951
Mn 0.20351 0.28837 -0.15642 0.04
C 3.51004 -0.24849 -1.18834 -1.51
C 2.52915 -1.31579 -1.55960 0.94
C 2.96181 -2.44456 -2.27755 -0.78
C 2.07067 -3.40869 -2.66254 -0.70
C 0.70701 -3.27090 -2.34613 1.13
C -0.32257 -4.17870 -2.70764 -0.24
Br 0.09325 -5.73010 -3.69153 -0.17
C -1.61868 -3.93348 -2.35882 -0.32
C -1.96976 -2.77844 -1.62799 -0.33
Br -3.75912 -2.49453 -1.16824 -0.10
C -1.00359 -1.87777 -1.24235 1.30
O -1.25951 -0.79542 -0.51049 -0.84
C 0.34064 -2.12680 -1.61879 -0.17
N 1.24630 -1.17064 -1.23394 -0.42
H 4.45482 -0.41014 -1.70161 0.42
H 3.69429 -0.24853 -0.11355 0.28
H 3.13066 0.73637 -1.46768 0.29
H 4.00949 -2.53085 -2.52673 0.36
H 2.39997 -4.27490 -3.22060 0.39
H -2.40073 -4.62460 -2.63940 0.44
N 1.97382 3.37790 0.34287 -0.26
C 2.52830 2.47504 1.15281 0.85
S 1.75323 0.97878 1.50858 0.04
N 3.73063 2.74965 1.64753 -0.20
C 4.60103 1.98136 2.48311 0.70
C 5.96397 2.12363 2.24282 -0.55
C 6.87609 1.44209 3.02892 -0.59
C 6.42784 0.61822 4.05315 -0.49
C 5.06944 0.49975 4.29568 -0.76
C 4.14349 1.18598 3.52094 -0.27
H 0.98668 3.30171 0.13791 -0.10
H 2.38132 4.29604 0.24801 0.22
H 4.15659 3.60320 1.31136 0.26
H 6.31077 2.76153 1.43773 0.35
H 7.93475 1.55461 2.83946 0.38
H 7.13804 0.08302 4.66826 0.40
H 4.71720 -0.11920 5.10977 0.38
H 3.09296 1.11814 3.75998 0.54
I -1.44871 2.28661 0.07548 0.15
I -1.81556 4.84413 1.63231 -0.04

---

# 8
47
Properties=species:S:1:pos:R:3:mulliken_charge:R:1 method="wB97M-V/def2-TZVPD" e_lumo_ev=0.14 largest_force_ev_per_a=7.2 charge=0 energy_ha=-1053.287864 spin_multiplicity=1 e_above_lowest_kcal_mol=98.7
C 1.25970 -0.52669 -2.81478 -1.02
N 0.31532 -1.06022 -1.85252 0.07
C -0.89655 -1.66464 -2.48113 -1.18
C -2.17056 -1.75303 -1.50700 -0.93
C -2.55493 -0.71078 -0.60698 -0.12
O -1.31701 -0.36587 0.07306 -0.65
H 2.17284 -1.24102 -3.10614 0.21
H 0.81013 -0.44753 -3.81622 0.29
H 1.79909 0.31164 -2.46417 0.34
H 0.06826 -0.39344 -1.10460 0.24
H -1.06837 -1.25472 -3.43241 0.60
H -0.46538 -2.61924 -2.72410 0.54
H -2.99950 -2.15490 -2.27639 0.28
H -1.93702 -2.71869 -1.04656 0.42
H -3.35453 -0.96501 0.10899 0.35
H -2.80410 0.27480 -1.19513 0.31
H -1.55383 -0.01667 0.92377 0.25
H 0.52084 -3.07587 -0.41869 0.34
H -0.35020 -2.11928 0.24997 0.22
O 0.34846 -2.75545 0.43230 -0.65
H 0.91398 2.38935 -1.10109 0.38
H 1.60955 3.59506 -0.55335 0.25
O 1.54291 2.66848 -0.35669 -0.61
H 2.86129 1.39896 0.51087 0.42
H 3.70676 0.68023 -0.44975 0.25
O 3.66871 1.07251 0.39179 -0.61
H 1.54245 -1.66701 2.48352 0.33
H 2.10616 -2.94330 1.98018 0.34
O 2.19011 -2.41758 2.75776 -0.71
H -1.11962 1.09890 -0.35502 0.71
H -2.23205 2.15674 0.10566 0.38
O -1.29232 2.08408 -0.35750 -0.87
H 0.78319 0.78340 4.31040 0.28
H 1.34957 0.79586 2.90578 0.34
O 0.56167 1.01868 3.48236 -0.66
H 3.03180 -0.80036 2.65867 0.42
H 3.64967 0.61481 2.18260 0.32
O 3.18036 0.15582 2.87283 -0.77
H -1.03650 0.30465 3.09996 0.35
H -1.79657 -1.01557 2.69536 0.25
O -1.75495 -0.05811 2.61707 -0.62
H -3.04913 1.05525 1.91831 0.30
H -2.70135 2.53868 1.93564 0.34
O -3.05992 1.85033 1.39218 -0.67
H -0.74330 2.77747 -2.09723 0.37
H 0.13690 2.21720 -3.31486 0.29
O 0.12797 2.90208 -2.65672 -0.72

---

# 9
16
Properties=species:S:1:pos:R:3:mulliken_charge:R:1 method="wB97M-V/def2-TZVPD" e_lumo_ev=-0.83 largest_force_ev_per_a=7.6 charge=0 energy_ha=-1137.980200 spin_multiplicity=1 e_above_lowest_kcal_mol=64.7
C 3.22802 -0.62597 0.41299 -0.91
C 0.68484 -0.01602 -0.26238 0.21
C 1.45810 1.17867 -0.30682 0.22
C -0.66334 -0.04955 -0.24225 0.56
C -3.35870 -0.47101 0.07946 -0.99
C -1.27202 1.20166 -0.29412 -0.12
H 2.81929 -0.70883 1.54557 0.30
H 3.94116 -1.45379 -0.00662 0.33
H 3.53779 0.48655 -0.03316 0.36
H -4.16211 -1.16650 -0.22585 0.37
H -3.21539 -0.27811 1.14169 0.33
H -3.58738 0.33376 -0.57811 0.38
N 2.17085 2.09796 -0.16174 -0.49
N -1.53349 2.37636 -0.34280 -0.45
S 1.75813 -1.54178 -0.56590 -0.06
S -1.80574 -1.36338 -0.15996 -0.03

---

# 10
58
Properties=species:S:1:pos:R:3:mulliken_charge:R:1 method="wB97M-V/def2-TZVPD" e_lumo_ev=1.93 largest_force_ev_per_a=5.1 charge=-1 energy_ha=-1582.361971 spin_multiplicity=1
C 7.02850 -1.07589 0.98269 -0.79
N 7.64914 -0.04257 0.17129 -0.08
C 7.00988 0.06946 -1.14346 -0.91
C 7.64638 1.27569 0.79084 0.05
O 8.63360 1.95699 0.68339 -0.54
C 6.39715 1.74129 1.49433 0.87
N 6.10887 3.10797 1.10862 -0.89
O 4.76770 3.33263 1.83814 -0.32
C 3.84546 3.48457 0.89665 0.46
O 3.77617 4.43592 0.14772 -0.63
C 2.82189 2.38109 0.77286 0.13
C 1.79371 2.51769 -0.15679 -0.59
C 0.85460 1.51179 -0.30821 -0.42
C 0.93808 0.34767 0.44692 -0.17
C 1.95164 0.20470 1.38207 -0.84
C 2.88257 1.22454 1.53793 -0.11
H 6.87902 -1.95909 0.35734 0.34
H 7.68394 -1.38570 1.79750 0.23
H 6.04666 -0.81180 1.39103 0.31
H 5.93592 0.28271 -1.06125 0.30
H 7.50970 0.85711 -1.70210 0.31
H 7.14463 -0.87780 -1.66740 0.35
H 6.53314 1.64153 2.59439 0.21
H 5.57111 1.07636 1.19211 -0.51
H 1.76969 3.42196 -0.74849 0.43
H 0.05416 1.64037 -1.02684 0.40
H 0.20405 -0.43223 0.28170 0.52
H 2.02346 -0.70265 1.96685 0.38
H 3.67156 1.11851 2.26923 0.49
O -2.51622 -1.88586 -0.38305 -0.92
P -3.75449 -1.05168 -0.39703 0.78
N -4.69630 -1.79735 0.83089 0.28
C -5.66540 -2.85448 0.66423 -1.06
C -4.09336 -1.74914 2.15326 -1.13
N -4.23578 -1.30896 -2.03492 0.28
C -5.50796 -1.85892 -2.44044 -1.17
C -3.18251 -1.71827 -2.95838 -1.05
N -4.58686 0.40482 -0.29920 0.12
C -5.80090 0.67008 0.44882 -0.82
C -4.25986 1.43457 -1.28117 -1.01
H -6.47235 -2.72792 1.39573 0.36
H -5.22803 -3.85356 0.79798 0.31
H -6.14799 -2.82714 -0.30758 0.30
H -4.04146 -0.71787 2.52422 0.34
H -3.07802 -2.15932 2.15959 0.29
H -4.69193 -2.31849 2.86414 0.37
H -5.55504 -2.94790 -2.30369 0.34
H -5.67880 -1.65453 -3.50134 0.36
H -6.34024 -1.39114 -1.90905 0.26
H -2.97769 -2.79502 -2.91084 0.30
H -2.25425 -1.19399 -2.75041 0.30
H -3.47989 -1.46425 -3.97948 0.37
H -6.66934 0.18198 -0.00470 0.22
H -5.98863 1.74548 0.46680 0.37
H -5.72861 0.36079 1.48818 0.25
H -4.96280 1.41726 -2.11983 0.31
H -3.25586 1.29167 -1.67727 0.26
H -4.28182 2.42631 -0.82458 0.40